No. 1
Entry from OMol25: a structure of composition C15H34CrF6O7P3Si4Te2 at a distorted geometry (ωB97M-V with the def2-TZVPD basis set).

Element x y z (Å)
Cr 1.3220 -2.5765 21.0786
O -1.7056 -1.7641 23.8371
P -0.1281 -2.0775 23.9447
O 0.2891 -1.4275 25.1944
O 0.6642 -1.7839 22.6915
O -0.0944 -3.7235 24.0481
P 0.4775 -4.8753 23.0160
O -0.8250 -5.7795 22.4777
O 1.3728 -5.7708 23.7641
O 0.9035 -4.2637 21.7146
H -2.1427 -2.1398 23.0333
H -1.3168 -5.3027 21.7798
Te 4.0149 -1.6646 20.4464
C 4.5707 -1.1162 18.4962
C 5.6703 -1.6845 17.8956
C 6.0357 -1.4262 16.5478
C 5.3409 -0.4499 15.8240
C 4.2572 0.1769 16.5023
C 3.8770 -0.1616 17.8049
H 6.2991 -2.3500 18.4297
H 6.8231 -1.8977 16.0234
H 5.7470 -0.1313 14.8313
H 3.7488 1.0742 16.0161
H 3.0830 0.3742 18.2485
F 0.8350 -2.4861 18.5245
P -0.8259 -2.5793 18.6601
F -1.0101 -1.1407 17.9409
F -0.5281 -3.9406 19.4647
F -0.7522 -1.8112 20.0879
F -2.4103 -2.7574 18.8798
F -0.9322 -3.3754 17.2965
C 6.6801 2.6100 24.5576
Si 6.5421 3.9377 23.2664
C 8.1282 4.9347 23.2588
C 5.1706 5.1084 23.9275
Si 5.9506 3.0130 21.1871
Te 3.9766 1.6458 21.3258
Si 5.9660 5.0039 19.8774
C 5.3965 4.4948 18.1767
C 4.8610 6.2746 20.6762
C 7.7691 5.6014 19.8250
Si 7.7059 1.5442 20.5342
C 7.4291 1.2959 18.6805
C 7.5585 -0.0392 21.5572
C 9.4944 2.1586 20.7041
H 6.5316 2.9268 25.5678
H 7.6007 1.9660 24.4197
H 5.8578 1.9188 24.4037
H 8.4488 5.3184 24.2146
H 8.1378 5.7310 22.5009
H 8.8911 4.2707 22.8655
H 5.5653 6.1048 24.3162
H 4.6888 4.5780 24.7110
H 4.4140 5.2742 23.1306
H 4.3322 4.3874 18.2731
H 5.6827 3.4764 18.0057
H 5.4737 5.0862 17.2690
H 3.8038 5.9585 20.7558
H 4.8353 7.2058 20.1095
H 5.1632 6.6148 21.6536
H 8.1869 5.9971 18.8950
H 8.3512 4.8516 20.2978
H 7.8035 6.3756 20.6441
H 6.3295 1.2872 18.6064
H 7.9621 0.4594 18.1229
H 7.6329 2.1246 18.0681
H 6.7676 -0.6540 21.2179
H 7.2338 0.3243 22.5421
H 8.5184 -0.6256 21.5287
H 9.8219 3.0535 20.1645
H 10.0640 1.3734 20.1557
H 9.7005 2.2419 21.7855

Values from the calculation:
LUMO (spin up / spin down)   0.14110 / 0.09983 hartree
Total charge   -2
⟨S²⟩   8.77
Spin multiplicity   6
HOMO level (spin up / spin down)   -2.5 / -3.0 eV

No. 2
Entry from OMol25: a structure of composition C15H34FeGeI2NSSi3 (ωB97M-V with the def2-TZVPD basis set).

Element x y z (Å)
Fe 2.0146 -0.4028 0.5156
I 3.9217 -2.2948 -0.0058
C 4.7486 -1.5457 1.7982
I 3.2058 -0.6965 2.9915
H 5.4446 -0.7577 1.5411
H 5.2124 -2.3591 2.3423
C -0.0904 -4.4779 0.2834
Si -1.1365 -3.1232 0.9521
C -2.9171 -3.2845 0.5593
C -0.7676 -2.7028 2.7040
Ge -0.1961 -0.9783 -0.1697
Si -1.0901 -1.2839 -2.3999
C -2.8941 -0.9049 -2.4084
C -0.1013 0.0283 -3.2676
C -0.7036 -2.9731 -3.0372
Si -1.3239 0.8743 0.8549
C -1.1984 2.2801 -0.3652
C -0.3236 1.3303 2.3718
C -3.0750 0.5099 1.3188
H -0.2243 -5.3635 0.9159
H 0.9691 -4.2176 0.2943
H -0.3783 -4.7413 -0.7337
H -3.3165 -4.1069 1.1655
H -3.0678 -3.5429 -0.4892
H -3.4869 -2.3857 0.7933
H -1.1061 -3.5531 3.3096
H -1.3012 -1.8146 3.0463
H 0.3022 -2.5700 2.8725
H -3.0833 0.1131 -2.0606
H -3.4639 -1.5937 -1.7851
H -3.2815 -0.9831 -3.4293
H -0.4120 1.0275 -2.9593
H -0.2750 -0.0672 -4.3451
H 0.9711 -0.0771 -3.0888
H -1.3858 -3.7185 -2.6231
H 0.3204 -3.2684 -2.8001
H -0.8160 -2.9987 -4.1252
H -0.2329 2.2654 -0.8782
H -1.2959 3.2355 0.1600
H -1.9874 2.2371 -1.1203
H 0.6872 1.6209 2.0593
H -0.2421 0.4926 3.0699
H -0.7521 2.1762 2.9175
H -3.6436 0.1269 0.4695
H -3.5628 1.4265 1.6637
H -3.1336 -0.2176 2.1323
S 2.9084 1.4505 -0.5279
C 2.5627 3.1174 -0.1861
N 2.5287 3.9421 -1.2542
C 2.3301 5.2763 -1.1861
C 2.1377 5.8699 0.0283
C 2.1663 5.0616 1.1667
C 2.3786 3.7010 1.0643
H 2.6836 3.5175 -2.1621
H 2.3365 5.8066 -2.1272
H 1.9804 6.9363 0.0892
H 2.0304 5.5085 2.1436
H 2.4258 3.0729 1.9408

Values from the calculation:
LUMO (spin up / spin down)   -0.22749 / -0.29569 hartree
Total charge   +2
⟨S²⟩   8.77
Spin multiplicity   6
HOMO level (spin up / spin down)   -13.4 / -13.8 eV

No. 3
Entry from OMol25: a structure of composition C15H34I2N3O8S2 at a distorted geometry (ωB97M-V with the def2-TZVPD basis set).

Element x y z (Å)
C -0.5731 -1.9200 1.3339
C -0.9372 -0.9399 0.2366
I -1.9052 0.8255 0.9026
C -0.6768 -1.1742 -1.0241
I -1.2719 0.2070 -2.5335
S 0.1703 -2.6639 -1.5941
O 0.7650 -2.3765 -2.8649
O -0.8461 -3.6665 -1.6596
N 1.2646 -3.1589 -0.5081
S 2.7281 -2.5232 -0.7755
O 3.4643 -2.7011 0.4444
O 2.7245 -1.1446 -1.1805
H -0.8880 -1.5450 2.3099
H -1.0766 -2.8603 1.0886
H 0.5012 -2.0997 1.3836
H 3.3655 -3.3192 -1.6796
C -5.8268 0.8685 8.1206
O -6.2439 -0.2867 7.4189
C -7.4144 -0.0950 6.6311
C -7.0902 -0.1283 5.1486
N -6.3377 1.0524 4.7431
C -5.7572 0.9655 3.4013
C -4.7246 -0.1275 3.1292
O -3.4956 0.0456 3.8134
C -3.4844 -0.4331 5.1448
H -5.0505 0.5675 8.8231
H -5.4021 1.6171 7.4440
H -6.6539 1.3113 8.6838
H -7.9386 0.8264 6.9017
H -8.0815 -0.9329 6.8545
H -8.0245 -0.1703 4.5804
H -6.5303 -1.0521 4.9578
H -5.5860 1.2058 5.4024
H -5.2749 1.9274 3.2083
H -6.5716 0.8703 2.6758
H -4.4778 -0.0735 2.0673
H -5.1217 -1.1363 3.2948
H -4.1238 -1.3097 5.2762
H -3.7784 0.3556 5.8438
H -2.4590 -0.7133 5.3901
C 7.7017 0.8443 -6.6900
O 6.3479 0.6020 -7.0136
C 5.8239 -0.5990 -6.4471
C 4.8140 -0.3000 -5.3551
N 5.4601 0.2542 -4.1722
C 4.5278 0.8160 -3.1878
C 3.6609 1.9955 -3.6179
O 4.3781 3.2038 -3.8567
C 4.9577 3.3124 -5.1398
H 8.0497 1.6686 -7.3127
H 7.8170 1.1371 -5.6414
H 8.3227 -0.0333 -6.8951
H 6.6203 -1.2539 -6.0812
H 5.3082 -1.1250 -7.2559
H 4.2999 -1.2255 -5.0815
H 4.0736 0.3920 -5.7760
H 6.0988 0.9850 -4.4579
H 5.1317 1.1424 -2.3375
H 3.8801 0.0161 -2.8219
H 2.9898 2.2145 -2.7847
H 3.0147 1.7562 -4.4703
H 4.3622 2.8110 -5.9073
H 5.9783 2.9180 -5.1405
H 5.0219 4.3732 -5.3909

Values from the calculation:
LUMO   0.07892 hartree
Total charge   -1
HOMO level   -6.1 eV

No. 4
Entry from OMol25: a cluster of 3 separate species, C15H34O8P in total at a distorted geometry (ωB97M-V with the def2-TZVPD basis set).

Element x y z (Å)
C 0.8607 1.6752 3.1669
C 0.9905 0.5063 2.1781
C 1.5137 0.9385 0.8014
C -0.2919 -0.3506 2.0782
C -1.3940 0.0048 1.0676
P -2.2692 1.6871 1.1841
O -2.3629 1.7994 -0.6082
C -3.6675 2.0625 -1.0014
C -4.6287 1.4079 0.0405
O -3.8484 0.8878 1.0662
H -0.0435 2.2588 2.9886
H 0.8176 1.2903 4.1926
H 1.7247 2.3500 3.1004
H 1.7526 -0.1645 2.6059
H 2.0114 0.1024 0.2960
H 0.7060 1.2921 0.1579
H 2.2433 1.7531 0.8907
H -0.7264 -0.4351 3.0863
H 0.0410 -1.3693 1.8255
H -1.0158 -0.1252 0.0452
H -2.1902 -0.7384 1.1965
H -2.9768 2.9710 1.2498
H -1.0098 2.3907 1.1785
H -2.2837 1.5878 2.6268
H -3.8686 3.1462 -1.0658
H -3.8406 1.6375 -2.0030
H -5.3455 2.1593 0.4160
H -5.2134 0.5959 -0.4187
C -0.5163 3.4095 -2.5902
C -0.7911 2.2566 -3.5171
O -0.7878 2.6639 -4.9157
C 0.3950 2.7750 -5.4837
O 1.4641 2.4699 -5.0197
O 0.2111 3.1453 -6.7647
C 1.4145 3.2266 -7.5232
H -1.2270 4.2187 -2.7671
H -0.6624 3.0539 -1.5707
H 0.4981 3.7925 -2.7107
H -1.7910 1.8638 -3.3545
H -0.0702 1.4511 -3.3876
H 1.9718 2.2929 -7.4698
H 2.0452 4.0363 -7.1572
H 1.1027 3.4258 -8.5448
C 3.8604 -5.8089 4.0718
C 2.5167 -5.2204 4.4417
O 2.0681 -4.2702 3.4644
C 1.5105 -4.7948 2.3727
O 1.3385 -5.9708 2.1663
O 1.1669 -3.8032 1.5658
C 0.5341 -4.1958 0.3438
H 4.5918 -5.0153 3.9167
H 4.2150 -6.4536 4.8773
H 3.7838 -6.4029 3.1622
H 2.5780 -4.6443 5.3630
H 1.7611 -5.9967 4.5581
H -0.3120 -4.8490 0.5453
H 1.2462 -4.7080 -0.3019
H 0.1995 -3.2694 -0.1129

Values from the calculation:
LUMO   0.09409 hartree
Total charge   -1
HOMO level   -4.0 eV

No. 5
Entry from OMol25: a structure of composition C15H35ClN5O5Pt at a distorted geometry (ωB97M-V with the def2-TZVPD basis set).

Element x y z (Å)
Pt -19.7665 -20.5372 10.1699
Cl -20.0785 -18.7639 8.4444
C -19.1723 -18.8818 14.7016
C -19.4848 -17.6250 13.8849
O -19.2155 -16.4937 14.2458
N -20.1691 -17.8333 12.7249
C -20.6765 -16.7817 11.8193
H -19.0751 -18.6389 15.7561
H -18.2273 -19.2126 14.2692
H -19.9634 -19.6298 14.6538
H -20.5823 -18.7400 12.6068
H -21.6838 -16.5454 12.1510
H -20.5738 -17.2031 10.8227
H -19.9717 -15.9642 11.9513
C -16.9147 -17.6619 6.5658
C -17.4365 -18.3028 5.2945
O -16.6860 -18.6211 4.3876
N -18.7560 -18.5876 5.2965
C -19.5528 -19.1592 4.2174
H -16.2725 -18.3010 7.1644
H -17.7199 -17.2542 7.1800
H -16.3917 -16.7572 6.2478
H -19.1852 -18.6933 6.2077
H -19.3469 -20.2293 4.2917
H -19.2260 -18.7227 3.2757
H -20.5908 -18.8621 4.3474
C -15.7916 -20.1693 12.3659
C -16.5508 -19.2883 11.4049
O -17.5875 -19.6990 10.8319
N -16.1806 -18.0397 11.2270
C -16.7587 -17.1226 10.2345
H -15.4297 -21.0156 11.7757
H -16.4304 -20.7157 13.0623
H -15.0035 -19.6906 12.9399
H -15.5172 -17.5739 11.8258
H -17.6409 -17.4759 9.7154
H -15.9829 -16.7335 9.5774
H -17.0808 -16.2215 10.7653
C -21.0796 -21.8852 6.8339
C -21.8360 -21.9764 8.1634
O -21.1548 -21.9149 9.2043
N -23.1111 -22.2957 8.1182
C -23.8444 -22.7786 9.3040
H -21.6167 -22.2394 5.9538
H -20.1485 -22.4510 6.8598
H -20.7562 -20.8642 6.6240
H -23.5881 -22.2283 7.2353
H -23.4614 -22.3360 10.2193
H -23.7223 -23.8578 9.3500
H -24.8737 -22.4503 9.1865
C -23.0052 -20.9323 13.0578
C -22.7423 -20.0503 11.8562
O -21.6559 -20.1306 11.2694
N -23.7918 -19.4440 11.2621
C -23.6546 -18.4591 10.2089
H -22.3606 -20.7459 13.9101
H -22.8257 -21.9428 12.6815
H -24.0707 -20.9606 13.2867
H -24.6605 -19.4025 11.7711
H -23.0580 -18.7970 9.3634
H -23.3609 -17.4604 10.5188
H -24.6394 -18.3055 9.7602

Values from the calculation:
LUMO (spin up / spin down)   -0.12544 / -0.18997 hartree
Total charge   +1
⟨S²⟩   2.00
Spin multiplicity   3
HOMO level (spin up / spin down)   -11.0 / -11.0 eV

No. 6
Entry from OMol25: a structure of composition C15H35N2O9S2SeSi3Y (ωB97M-V with the def2-TZVPD basis set).

Element x y z (Å)
Y -0.5438 -1.1496 -0.4508
O -1.8249 -4.3362 1.5550
S -0.6639 -3.7600 0.8972
O 0.5085 -4.6210 0.9313
O -1.0039 -3.3698 -0.5389
O -0.3326 -2.3917 1.4818
C 2.0643 -3.1185 -1.4996
O 1.6670 -1.8650 -0.9528
Si 2.5717 -0.8813 0.0996
C 2.9699 -1.9560 1.5854
C 4.2411 -0.5884 -0.7368
C 1.4393 0.5105 0.3253
Si 1.4109 1.1869 2.0360
C 0.7678 0.0175 3.3681
C 3.1420 1.6987 2.6533
C 0.4060 2.7790 2.2384
Si 1.4933 1.8118 -0.9811
C 2.7531 3.2049 -0.6448
C -0.1636 2.6852 -1.1923
C 2.0051 1.2080 -2.6997
H 1.9385 -3.9063 -0.7566
H 3.1035 -3.0599 -1.8389
H 1.4177 -3.3257 -2.3514
H 3.5601 -2.8137 1.2476
H 2.0502 -2.3381 2.0295
H 3.5522 -1.4272 2.3442
H 4.8379 -1.5047 -0.7635
H 4.8002 0.1548 -0.1596
H 4.1326 -0.2133 -1.7539
H 1.4947 -0.7645 3.5930
H -0.1559 -0.4865 3.0800
H 0.5861 0.5845 4.2878
H 3.8300 0.8489 2.6469
H 3.0935 2.0822 3.6781
H 3.5710 2.4775 2.0180
H -0.6386 2.6479 1.9533
H 0.8227 3.6019 1.6539
H 0.4375 3.0698 3.2938
H 2.5441 3.7695 0.2660
H 2.7467 3.9057 -1.4867
H 3.7630 2.7922 -0.5597
H -0.4151 3.2835 -0.3144
H -0.9720 1.9728 -1.3666
H -0.1297 3.3408 -2.0676
H 3.0852 1.2969 -2.8429
H 1.5145 1.8414 -3.4445
H 1.6890 0.1856 -2.9043
O -2.5574 -1.4116 -3.8505
S -1.8801 -0.4584 -2.9970
O -1.9739 0.9173 -3.4704
O -2.4256 -0.5254 -1.5670
O -0.4356 -0.8558 -2.7415
C -3.9656 2.1531 -0.8842
N -4.5156 0.8834 -0.4457
C -5.4674 0.1818 -1.1509
C -5.4804 -1.0725 -0.6587
N -4.5392 -1.1276 0.3433
C -4.0858 -2.3601 0.9703
C -3.9193 0.0650 0.4454
Se -2.4808 0.4677 1.5526
H -4.7852 2.8083 -1.1811
H -3.2944 1.9771 -1.7286
H -3.4097 2.5933 -0.0609
H -6.0086 0.6254 -1.9663
H -6.0453 -1.9388 -0.9507
H -4.9499 -2.9487 1.2771
H -3.4730 -2.1206 1.8339
H -3.4743 -2.9339 0.2746

Values from the calculation:
LUMO   0.16572 hartree
Total charge   -2
HOMO level   -2.6 eV

No. 7
Entry from OMol25: a structure of composition C15H35N3O5Pt at a distorted geometry (ωB97M-V with the def2-TZVPD basis set).

Element x y z (Å)
Pt -0.7508 -0.6091 0.0002
C -3.5204 -2.0002 0.5370
C -2.5328 -2.6303 -0.4558
C -3.0335 -3.9996 -1.1331
O -2.2010 -1.5527 -1.3455
H -4.4901 -1.8796 0.0541
H -3.3260 -1.0704 1.0715
H -3.6171 -2.8022 1.2688
H -1.6210 -2.9770 0.0306
H -2.3215 -4.3838 -1.8636
H -3.8566 -3.7623 -1.8071
H -3.3936 -4.7153 -0.3941
C -0.8815 1.4965 3.1407
C -0.5622 0.0362 3.3391
C -1.6098 -0.6021 4.2424
O -0.3309 -0.7396 2.1318
H -0.0589 1.9412 2.5806
H -1.3274 2.0298 3.9803
H -1.7889 1.6584 2.5589
H 0.3019 0.0045 4.0027
H -1.0660 -1.3656 4.7988
H -2.3711 -0.9568 3.5476
H -1.9408 0.1947 4.9084
C 2.2979 -2.0986 -0.6137
O 1.0942 -1.8352 -0.6998
N 2.8172 -3.0938 -1.3879
C 4.2730 -3.3250 -1.2496
C 2.3258 -3.7245 -2.5335
H 2.9282 -1.7850 0.2328
H 4.8885 -3.0328 -2.1004
H 4.5371 -4.3456 -0.9725
H 4.7345 -2.6541 -0.5249
H 1.3430 -3.2564 -2.5905
H 3.0953 -3.4299 -3.2471
H 2.2688 -4.8036 -2.3913
C -2.1360 2.1587 -1.1864
O -2.1028 1.3414 -0.2994
N -2.0367 3.4129 -0.9687
C -1.9778 4.1200 0.3046
C -2.3004 4.4060 -2.1224
H -2.3451 1.9131 -2.2391
H -2.9301 4.5174 0.6557
H -1.2708 4.9099 0.0510
H -1.5008 3.4877 1.0534
H -1.5318 5.1715 -2.2295
H -2.3320 3.8090 -3.0338
H -3.2775 4.8301 -1.8912
C 1.5793 1.7699 -1.1999
O 0.6767 0.9891 -0.9003
N 2.7620 1.7324 -0.5479
C 3.8355 2.5639 -1.0004
C 3.1290 1.1273 0.6556
H 1.5353 2.5241 -2.0008
H 4.0604 3.2051 -0.1481
H 3.4569 3.1951 -1.8044
H 4.6995 1.9766 -1.3115
H 4.2137 1.1171 0.7625
H 2.7620 1.6728 1.5250
H 2.7280 0.1192 0.7603

Values from the calculation:
LUMO (spin up / spin down)   0.00678 / 0.00675 hartree
⟨S²⟩   2.01
Spin multiplicity   3
HOMO level (spin up / spin down)   -6.7 / -6.8 eV

No. 8
Entry from OMol25: a structure of composition C15H35N3O5Pt at a distorted geometry (ωB97M-V with the def2-TZVPD basis set).

Element x y z (Å)
Pt 0.7676 0.2505 0.4770
C 1.1391 2.0514 3.0243
C 2.3025 1.0970 3.0110
C 1.8690 -0.1516 3.7739
O 2.5240 0.7396 1.7323
H 0.3759 1.9016 2.2607
H 1.5192 3.0713 2.9664
H 0.6044 2.1591 3.9681
H 3.1295 1.4516 3.6262
H 1.3288 0.0488 4.6992
H 2.6958 -0.7992 4.0655
H 1.1839 -0.8523 3.2967
C -3.7805 0.7832 0.3712
C -2.6196 0.4238 -0.4728
C -2.9270 1.0143 -1.9022
O -1.3536 0.7382 0.1043
H -4.7207 0.7236 -0.1770
H -3.8166 1.8620 0.5233
H -3.8519 0.2669 1.3285
H -2.7330 -0.6237 -0.7520
H -3.7525 0.4038 -2.2680
H -2.1110 0.7936 -2.5905
H -3.2371 2.0579 -1.9555
C -0.3870 -2.8476 1.4818
O -0.1009 -1.6226 1.4454
N -1.0128 -3.4366 2.5020
C -1.0870 -4.8757 2.5290
C -1.5481 -2.6976 3.6608
H -0.2846 -3.4698 0.5793
H -0.8689 -5.1571 3.5592
H -0.3211 -5.3930 1.9511
H -2.0074 -5.1702 2.0246
H -1.3193 -1.6427 3.5096
H -2.6349 -2.7553 3.7217
H -1.0949 -2.9497 4.6195
C 2.0367 2.6651 -1.2967
O 1.5441 1.7386 -0.7269
N 1.2857 3.7497 -1.5257
C 1.8927 4.9541 -2.1739
C 0.0772 3.9870 -0.7746
H 3.0714 2.7469 -1.6641
H 2.7712 4.7681 -2.7918
H 2.2705 5.5766 -1.3628
H 1.2885 5.4872 -2.9080
H -0.7034 3.2409 -0.9236
H 0.2542 4.1845 0.2826
H -0.4782 4.7628 -1.3017
C 0.2035 -1.5731 -2.4333
O 0.6371 -1.0091 -1.4314
N 0.8957 -1.9760 -3.4798
C 0.3930 -2.8105 -4.5551
C 2.3444 -1.7663 -3.6237
H -0.8611 -1.8081 -2.5873
H 0.8418 -2.3965 -5.4581
H -0.6904 -2.8485 -4.6691
H 0.7436 -3.8299 -4.3940
H 2.7236 -0.9243 -3.0446
H 2.8772 -2.6195 -3.2038
H 2.7114 -1.6930 -4.6474

Values from the calculation:
LUMO (spin up / spin down)   -0.06765 / -0.18203 hartree
Total charge   +1
⟨S²⟩   3.77
Spin multiplicity   4
HOMO level (spin up / spin down)   -11.3 / -10.4 eV

E_tot readings, ordered: -5481.1002; -5848.9043; -2749.7840; -1535.2181; -1821.8068; -5484.3557; -1252.0428; -1251.8460 hartree